{
  "formula": "C37H35AuClN2S2Si2",
  "method": "ωB97M-V/def2-TZVPD",
  "symbols": ["C", "C", "C", "H", "C", "C", "H", "H", "H", "H", "Au", "Si", "C", "C", "H", "C", "H", "C", "H", "C", "H", "C", "H", "C", "C", "H", "C", "H", "C", "H", "C", "H", "C", "H", "H", "Si", "C", "C", "H", "C", "H", "C", "H", "C", "H", "C", "H", "C", "C", "H", "C", "H", "C", "H", "C", "H", "C", "H", "H", "Cl", "C", "C", "N", "C", "C", "S", "C", "C", "S", "C", "N", "C", "H", "H", "H", "H", "H", "H", "H", "H"],
  "xyz": [[-1.202, -0.443, 4.899], [-1.983, 0.049, 3.821], [-2.162, -1.021, 2.891], [-2.364, 1.064, 3.719], [-1.424, -2.144, 3.363], [-0.855, -1.798, 4.619], [-0.282, -2.453, 5.264], [-0.951, 0.105, 5.808], [-2.746, -0.982, 1.973], [-1.316, -3.099, 2.850], [2.046, 1.039, 1.234], [-0.134, -0.115, 0.248], [-0.932, 1.383, -0.423], [-0.223, 2.520, -0.811], [0.872, 2.506, -0.822], [-0.891, 3.670, -1.196], [-0.338, 4.527, -1.588], [-2.291, 3.715, -1.111], [-2.814, 4.625, -1.359], [-2.995, 2.590, -0.677], [-4.081, 2.614, -0.596], [-2.324, 1.422, -0.341], [-2.866, 0.541, -0.015], [-0.713, -1.654, -0.576], [-1.653, -1.578, -1.611], [-1.788, -0.635, -2.155], [-2.410, -2.705, -1.947], [-3.187, -2.618, -2.709], [-2.165, -3.922, -1.298], [-2.823, -4.773, -1.480], [-1.090, -4.037, -0.408], [-0.840, -5.004, 0.038], [-0.341, -2.911, -0.072], [0.546, -2.996, 0.565], [1.530, 0.013, -0.039], [2.060, 0.436, -2.637], [1.621, -1.186, -3.551], [0.849, -1.244, -4.726], [0.621, -0.338, -5.285], [0.313, -2.457, -5.184], [-0.319, -2.453, -6.068], [0.566, -3.646, -4.502], [0.131, -4.580, -4.851], [1.362, -3.607, -3.356], [1.553, -4.530, -2.814], [1.887, -2.400, -2.882], [2.473, -2.402, -1.966], [1.034, 1.688, -3.684], [-0.354, 1.514, -3.883], [-0.880, 0.627, -3.514], [-1.115, 2.496, -4.527], [-2.196, 2.369, -4.632], [-0.506, 3.646, -5.032], [-1.107, 4.416, -5.526], [0.872, 3.811, -4.869], [1.351, 4.709, -5.259], [1.639, 2.845, -4.200], [2.713, 3.013, -4.081], [-0.513, -0.235, 1.606], [4.086, 0.779, -2.790], [-0.327, 3.485, 2.356], [0.526, 2.914, 3.418], [1.477, 2.013, 3.290], [1.790, 1.428, 4.539], [1.192, 2.090, 5.608], [0.080, 3.277, 5.096], [2.329, 0.102, 4.651], [2.430, -0.612, 5.849], [2.650, -2.282, 5.560], [2.546, -1.948, 3.817], [2.441, -0.689, 3.515], [2.498, -3.055, 2.832], [-0.828, 4.374, 2.756], [0.261, 3.756, 1.484], [-1.093, 2.749, 2.098], [1.317, 1.799, 6.644], [2.319, -0.177, 6.834], [2.797, -2.686, 1.839], [3.175, -3.856, 3.170], [1.466, -3.449, 2.795]],
  "gap_ev": [6.270, 6.314],
  "homo_energy_ev": [-9.838, -10.594],
  "total_charge": 1,
  "multiplicity": 3,
  "e_tot_ev": -95549.4572
}